No. 1
Entry from the OMol25 dataset: C22H55BeN3O7 as an isolated structure at a distorted geometry (ωB97M-V/def2-TZVPD).

The HOMO-LUMO gap is 7.435 eV. The relative energy (zero: lowest compared OMol25 entry of this formula, charge and spin) is 0.00 kcal/mol. As for the HOMO energy: -7.09 eV.

Geometry as ORCA input:
```
! wB97M-V def2-TZVPD RIJCOSX def2/J DEFGRID3
* xyz 0 1
O 0.432 4.514 1.967
O -3.525 -2.294 3.383
O 4.304 0.356 -2.477
O -1.537 -1.792 -2.044
O -0.538 1.245 -2.386
O 1.058 -0.852 1.755
O -2.602 0.172 0.368
N -0.336 1.890 1.153
N 1.571 -1.097 -1.923
N -1.042 -2.609 0.772
C 0.048 1.751 -3.575
C -2.179 -2.617 2.950
C -0.662 4.334 1.139
C -2.756 1.104 1.508
C 3.744 -0.050 -1.210
C 3.566 -2.548 -1.817
C 3.362 -0.679 2.549
C 0.629 3.179 -3.405
C -3.777 -0.151 -0.311
C -3.761 -2.027 4.756
C -0.632 3.051 0.194
C 1.581 5.285 1.501
C -0.665 -3.436 -0.368
C -1.093 1.558 -4.657
C -2.292 -1.651 -3.310
C 1.858 -0.759 2.884
C -2.312 -2.960 1.441
C 1.650 -1.991 3.831
C 4.264 1.771 -2.620
C -1.345 1.492 2.107
C 2.843 -1.344 -1.328
C -1.662 -3.134 -1.525
Be -0.249 -0.287 -0.364
H -1.627 -1.826 -4.155
H 3.819 0.085 1.920
H -1.880 2.305 -4.549
H 4.771 2.292 -1.807
H 0.435 2.104 1.770
H -0.328 -2.706 1.481
H -2.731 -0.665 -3.461
H 0.863 1.049 -3.750
H 0.594 -2.169 4.036
H 0.973 3.588 -4.355
H 2.848 -3.323 -2.083
H -4.770 -1.618 4.814
H 2.505 -1.551 -0.312
H 0.348 -3.513 -0.763
H 0.069 3.118 -0.637
H 4.484 -0.172 -0.418
H -1.577 -3.880 -2.316
H 1.850 4.895 0.519
H -2.652 -3.376 -1.139
H -2.574 -4.017 1.403
H -2.964 -1.483 5.262
H -3.148 0.602 2.393
H -0.773 -4.485 -0.093
H -3.543 -1.091 -0.811
H -0.203 3.780 -3.038
H -3.071 -2.378 0.918
H -1.501 -1.853 3.328
H -3.619 -3.041 5.131
H -1.613 2.844 -0.234
H -1.520 2.386 2.706
H 1.557 3.247 -2.837
H 3.921 -0.515 3.470
H 2.284 -1.869 4.709
H -4.466 -0.295 0.522
H -3.206 2.039 1.174
H 4.229 -2.968 -1.061
H -0.771 5.315 0.675
H -0.765 1.609 -5.695
H 3.227 2.083 -2.737
H 1.458 -1.842 -2.596
H 2.023 -2.907 3.372
H 1.520 0.182 3.318
H 3.702 -1.577 2.033
H -0.994 0.697 2.763
H 3.266 0.795 -0.714
H 3.971 -2.331 -2.806
H -1.616 4.404 1.660
H -1.595 0.597 -4.542
H 4.685 2.022 -3.594
H -3.146 -2.306 -3.483
H -1.893 -3.546 3.444
H 2.422 5.180 2.186
H 1.706 -0.304 -2.533
H 1.268 6.329 1.512
H -4.194 0.634 -0.943
*
```



No. 2
Entry from the OMol25 dataset: a 3-piece molecular cluster, C22H56FN7OP overall at a distorted geometry (ωB97M-V/def2-TZVPD).

The HOMO-LUMO gap is 5.502 eV. As for the HOMO energy: -9.89 eV.

Geometry as ORCA input:
```
! wB97M-V def2-TZVPD RIJCOSX def2/J DEFGRID3
* xyz 1 1
P 0.735 4.001 3.312
F 3.523 2.777 1.481
O -0.253 4.035 4.788
N 0.657 2.385 2.698
N 1.291 1.708 0.256
N -4.808 1.545 -3.451
N 3.599 -0.725 3.499
N -1.037 2.298 0.818
N 2.992 -4.955 0.049
N -4.269 0.352 1.201
C 0.868 1.248 3.595
C -2.629 1.584 2.844
C -4.175 0.059 -5.432
C 3.538 -3.700 -0.476
C -5.225 0.554 -4.444
C 1.849 2.882 -0.507
C 3.625 -6.441 -1.932
C 0.246 2.147 1.306
C 1.047 -0.235 2.925
C -4.041 1.011 -2.320
C 2.590 -0.554 2.384
C -2.606 0.567 -2.587
C 2.617 -2.980 -1.455
C 2.496 4.498 3.958
C -4.262 2.800 -3.976
C 5.194 -5.933 0.913
C 2.575 -5.946 -0.944
C -2.208 2.677 1.697
C -5.183 3.520 -4.955
C 2.889 3.703 0.489
C -4.117 0.896 2.605
C 3.759 -5.489 1.180
H 3.936 -1.716 3.480
H -6.165 3.715 -4.507
H 3.708 -3.010 0.361
H -4.210 0.042 3.431
H -3.329 0.055 0.802
H 3.783 -4.723 1.965
H -4.592 0.173 -1.873
H 5.230 -6.887 0.385
H -4.017 1.777 -1.535
H -4.914 1.732 2.886
H 2.525 2.437 -1.381
H -4.748 4.485 -5.236
H 2.341 4.621 0.987
H 2.311 5.099 4.967
H 3.129 -6.925 -2.780
H -2.570 -0.387 -3.115
H 4.239 -5.633 -2.336
H 3.758 4.153 -0.165
H -1.848 0.716 2.941
H 2.135 -6.812 -0.432
H -3.288 2.648 -4.458
H 3.220 3.586 4.082
H -2.039 1.307 -3.159
H 3.052 -2.015 -1.736
H -3.519 -0.689 -4.982
H 0.061 3.268 5.355
H 3.004 0.266 1.657
H 3.208 -6.327 1.627
H 2.471 -3.551 -2.377
H 5.716 -6.077 1.865
H 1.849 1.446 4.247
H 3.220 -0.473 4.437
H -5.329 2.949 -5.877
H -0.008 1.163 4.396
H 0.261 -0.515 2.103
H 1.635 -2.785 -1.007
H 0.736 1.050 -0.354
H -1.246 2.132 -0.208
H 4.281 -7.189 -1.482
H -4.685 1.124 0.609
H -3.140 2.879 0.998
H -1.955 3.722 2.207
H 1.042 3.569 -1.015
H -4.671 -0.425 -6.280
H -6.061 0.974 -5.018
H -3.561 0.867 -5.836
H -2.716 2.189 3.866
H 1.739 -5.526 -1.518
H 2.897 5.300 3.179
H 5.761 -5.193 0.341
H 0.875 -1.020 3.811
H 2.535 -1.607 1.829
H -5.665 -0.312 -3.932
H 4.512 -3.852 -0.958
H -2.084 0.423 -1.635
H -4.092 3.490 -3.139
*
```



No. 3
Entry from the OMol25 dataset: a 12-piece molecular cluster, C22H57BF4N3O8 overall at a distorted geometry (ωB97M-V/def2-TZVPD).

The HOMO-LUMO gap is 9.267 eV. The relative energy (zero: lowest compared OMol25 entry of this formula, charge and spin) is 45.64 kcal/mol. As for the HOMO energy: -6.84 eV.

Geometry as ORCA input:
```
! wB97M-V def2-TZVPD RIJCOSX def2/J DEFGRID3
* xyz -1 1
F 0.176 0.012 -1.067
F -0.545 1.037 0.891
F 1.446 -0.027 0.740
F -0.374 -1.255 0.635
O 2.759 2.139 2.060
O 0.443 -2.084 -2.663
O -3.552 1.296 -3.960
O -2.591 2.870 1.235
O -1.755 -1.097 2.987
O 2.323 -2.391 2.088
O 0.490 -4.867 2.554
O 0.780 2.437 -2.229
N 0.366 6.027 2.468
N 5.636 -2.652 -2.159
N -4.214 -0.972 -1.016
C 3.656 -1.000 -1.522
C -2.729 -3.215 -0.850
C 4.842 -1.871 -1.889
C 3.473 -1.820 2.675
C 0.895 1.977 -3.500
C 2.280 2.519 -3.987
C 3.569 2.952 1.149
C -0.772 -3.343 -4.401
C 4.197 4.126 2.015
C 0.189 5.401 1.498
C -0.809 -1.691 3.837
C -3.560 -1.898 -0.965
C -2.699 2.938 -2.448
C -0.605 -2.042 -3.622
C -3.078 1.536 -2.655
C 0.052 -4.976 1.194
C 3.103 -1.633 4.158
C -4.825 3.419 0.559
C -1.234 -1.358 5.274
C -1.186 -5.947 1.196
C 0.211 4.593 0.161
C -3.815 2.353 1.049
B 0.220 0.008 0.275
H -1.898 3.183 -3.047
H 0.853 0.861 -3.495
H 4.593 4.856 1.237
H 4.857 3.661 2.753
H -4.271 4.020 -0.285
H -1.675 -3.228 -5.059
H 1.958 -1.645 1.611
H -3.637 3.267 -2.739
H -5.674 2.655 0.133
H 1.280 -4.379 2.308
H -0.654 -2.008 5.987
H 2.728 -2.607 4.448
H 2.197 2.109 -4.924
H -0.423 -1.311 -4.358
H 3.227 -0.563 -2.348
H 2.823 3.290 0.350
H -1.372 -1.167 2.015
H 3.665 -1.003 2.056
H 0.209 2.721 -4.108
H -3.728 1.265 -1.590
H -0.141 -3.967 0.862
H -4.260 2.174 2.142
H 0.315 -1.323 -1.976
H 4.216 2.391 0.671
H -2.212 -1.407 5.259
H -1.728 -5.809 0.093
H -2.381 3.217 -1.482
H -4.108 2.147 -4.019
H -1.593 -1.657 -3.318
H -3.130 -3.920 -0.118
H 2.277 3.546 -4.119
H 0.119 1.814 -1.652
H 0.119 -3.571 -5.013
H -2.659 -3.870 -1.896
H 2.949 -1.523 -1.171
H 0.198 3.515 0.292
H 2.422 1.465 1.611
H 0.777 -5.247 0.637
H -1.032 -4.325 -3.563
H 3.868 0.052 -0.897
H 0.092 -1.227 3.556
H 3.854 -1.021 4.676
H 3.069 1.961 -3.553
H -3.714 1.456 0.506
H 4.233 -2.624 2.625
H -1.053 -0.196 5.666
H -2.241 0.738 -2.600
H -5.084 3.897 1.424
H -1.958 2.342 0.758
H -0.561 4.985 -0.445
H -1.754 -2.712 -0.663
H -0.979 -6.913 1.249
H 1.024 4.708 -0.449
H -0.669 -2.758 3.669
H -1.805 -5.597 1.782
H 2.317 -0.918 4.166
H 3.390 4.700 2.580
*
```



No. 4
Entry from the OMol25 dataset: C22H57CuO21PbS6 as an isolated structure at a distorted geometry (ωB97M-V/def2-TZVPD).

The HOMO-LUMO gap (spin up / spin down) is 5.001 / 6.917 eV. As for the HOMO energy (spin up / spin down): -5.11 / -7.79 eV.

Geometry as ORCA input:
```
! wB97M-V def2-TZVPD RIJCOSX def2/J DEFGRID3
* xyz 0 3
Pb 8.703 -13.290 -5.812
Cu 9.307 -16.190 -8.154
S 7.656 -13.378 -9.308
S 2.522 -18.468 -0.562
S 0.896 -12.261 -6.915
S 9.887 -15.588 -2.730
S 7.492 -19.837 -5.394
S 7.099 -10.096 -4.550
O 7.585 -15.526 -6.832
O 8.786 -15.772 -1.450
O 7.733 -11.059 -5.397
O 1.296 -10.886 -7.611
O 6.277 -13.432 -4.866
O 7.193 -8.660 -5.450
O 7.276 -21.423 -4.960
O 0.652 -13.312 -7.896
O 8.415 -14.614 -9.531
O 2.761 -17.241 -1.689
O 7.888 -12.592 -8.042
O 3.214 -19.645 -0.930
O 9.299 -14.649 -3.663
O 8.383 -18.096 -8.743
O 7.484 -9.887 -3.175
O 11.210 -15.473 -2.122
O 7.279 -18.994 -4.210
O 2.600 -17.868 0.762
O 7.955 -12.340 -10.595
O 8.760 -19.740 -6.083
O -0.090 -11.989 -5.900
C 5.611 -14.661 -5.235
C 5.853 -13.664 -9.524
C 6.073 -17.851 -9.794
C 7.659 -7.433 -4.851
C 7.401 -15.771 -1.773
C 7.740 -23.516 -3.758
C 6.524 -15.733 -5.919
C 2.287 -10.029 -9.720
C 0.660 -18.640 -0.801
C 8.285 -22.166 -4.196
C 5.945 -19.721 -6.400
C 8.526 -11.718 -12.882
C 2.604 -17.624 -3.043
C 1.154 -10.795 -9.089
C 6.580 -16.676 -0.914
C 7.001 -6.988 -3.482
C 9.696 -17.228 -3.434
C 7.587 -17.917 -9.887
C 8.383 -12.966 -11.887
C 2.493 -12.609 -6.142
C 3.970 -18.102 -3.624
C 5.263 -10.158 -4.860
H 5.109 -20.122 -5.827
H 2.443 -9.094 -9.182
H 3.202 -10.603 -9.871
H 9.401 -11.187 -12.506
H 5.525 -16.615 -1.184
H 7.610 -6.619 -5.574
H 10.456 -17.342 -4.208
H 7.143 -5.928 -3.273
H 7.722 -13.731 -12.296
H 1.820 -18.352 -3.250
H 5.004 -9.136 -4.584
H 6.972 -16.256 -5.073
H 0.219 -10.301 -9.353
H 8.636 -21.639 -3.310
H 7.877 -18.780 -10.487
H 7.154 -14.744 -1.506
H 0.463 -19.172 -1.731
H 6.973 -17.643 -1.225
H 9.919 -17.975 -2.671
H 6.043 -16.578 -6.412
H 0.243 -17.638 -0.696
H 5.775 -14.202 -10.468
H 5.914 -7.062 -3.484
H 4.643 -17.246 -3.568
H 5.260 -15.090 -4.296
H 7.599 -24.224 -4.574
H 9.151 -22.279 -4.849
H 3.309 -12.399 -6.834
H 8.715 -12.147 -13.866
H 4.668 -14.475 -5.748
H 5.406 -12.694 -9.741
H 2.569 -12.017 -5.230
H 2.087 -9.558 -10.682
H 6.753 -16.493 0.147
H 5.767 -18.734 -6.827
H 7.592 -11.156 -12.894
H 8.660 -17.414 -3.718
H 0.946 -11.718 -9.631
H 9.379 -13.397 -11.786
H 6.160 -20.316 -7.288
H 5.091 -10.397 -5.910
H 4.365 -18.997 -3.143
H 5.615 -17.750 -10.778
H 7.570 -7.299 -2.606
H 8.303 -24.210 -3.134
H 8.050 -17.078 -10.406
H 7.137 -15.797 -2.830
H 0.365 -19.110 0.137
H 5.713 -16.994 -9.224
H 4.917 -10.855 -4.098
H 5.398 -14.140 -8.654
H 2.314 -16.765 -3.648
H 3.845 -18.419 -4.660
H 2.526 -13.665 -5.877
H 6.750 -23.407 -3.316
H 5.511 -18.679 -9.361
H 8.676 -7.626 -4.507
*
```